{"formula": "C4H10NO2", "method": "the ωB97M-V functional and the def2-TZVPD basis", "gap_ev": 11.04, "smiles": "[NH3+][C@H](C=O)CCO", "total_energy_ha": -363.35632, "total_charge": 1, "species": ["N", "C", "C", "O", "C", "C", "O", "H", "H", "H", "H", "H", "H", "H", "H", "H", "H"], "positions_angstrom": [[-1.142, 0.426, -0.971], [0.172, -0.095, -0.657], [0.721, -0.966, -1.806], [-0.082, -1.171, -2.683], [0.302, -0.770, 0.761], [0.490, 0.290, 1.862], [-0.627, 1.224, 1.917], [-1.897, -0.270, -0.913], [-1.432, 1.286, -0.515], [-1.169, 0.680, -1.983], [0.824, 0.800, -0.705], [1.758, -1.321, -1.738], [1.127, -1.488, 0.872], [-0.654, -1.298, 0.812], [1.378, 0.851, 1.570], [0.641, -0.127, 2.846], [-0.411, 1.950, 1.334]], "atomic_forces_ev_per_a": [[-1.65, -0.05, -2.13], [3.70, 0.17, 1.32], [-2.48, 0.57, 0.28], [1.04, -0.45, -0.37], [-0.88, 0.82, -0.43], [-0.69, 0.69, -0.99], [0.41, -1.05, -0.23], [0.14, 0.05, 0.38], [0.10, -0.16, 0.85], [0.23, -0.43, 0.33], [-0.05, -0.24, 0.30], [-0.07, -0.07, -0.14], [-0.23, 0.14, -0.62], [0.15, -0.33, 0.75], [0.27, 0.01, 0.32], [-0.16, -0.20, 0.15], [0.18, 0.53, 0.23]]}


{"formula": "C4H10NO2", "method": "the ωB97M-V functional and the def2-TZVPD basis", "gap_ev": 8.91, "total_energy_ha": -363.25738, "total_charge": 1, "species": ["C", "C", "C", "C", "N", "O", "O", "H", "H", "H", "H", "H", "H", "H", "H", "H", "H"], "positions_angstrom": [[-0.392, 1.350, -0.426], [0.480, 0.113, -0.527], [-1.322, -0.650, 0.495], [2.580, -0.843, 0.198], [-1.567, 0.913, 0.489], [-2.129, -1.276, -0.431], [1.506, 0.141, 0.301], [0.243, 2.070, 0.109], [-0.807, 1.765, -1.357], [0.544, -0.507, -1.558], [-1.274, -0.964, 1.530], [2.856, -0.804, 1.226], [3.510, -0.504, -0.359], [2.221, -1.771, -0.336], [-1.443, 1.373, 1.460], [-2.464, 1.195, 0.104], [-2.619, -2.048, -0.080]], "atomic_forces_ev_per_a": [[-0.31, 0.41, 0.71], [-2.81, -3.21, -0.58], [2.29, 1.00, -2.33], [0.29, 0.29, -1.47], [1.68, 0.77, 0.75], [0.00, 0.20, 1.06], [0.58, 0.45, -1.13], [-0.59, 0.25, -0.25], [0.34, -0.26, 0.32], [-0.03, 1.54, 2.48], [-0.26, -0.48, -0.04], [0.44, -1.42, 0.71], [-1.46, 0.23, 0.28], [0.32, 0.76, 1.31], [-0.44, -1.08, -1.86], [-0.32, -0.05, 0.03], [0.29, 0.62, 0.02]]}


{"formula": "C4H10NO2", "method": "the ωB97M-V functional and the def2-TZVPD basis", "gap_ev": 11.92, "smiles": "C[NH2+][C@@H](C)C(=O)O", "total_energy_ha": -363.40410, "total_charge": 1, "species": ["C", "N", "C", "C", "C", "O", "O", "H", "H", "H", "H", "H", "H", "H", "H", "H", "H"], "positions_angstrom": [[-0.328, 2.084, -0.148], [0.224, 0.813, 0.378], [-0.406, -0.436, -0.159], [0.308, -0.882, -1.426], [-0.153, -1.579, 0.858], [-0.218, -2.733, 0.613], [0.295, -1.077, 2.044], [0.416, 2.872, -0.146], [-1.193, 2.375, 0.427], [-0.460, 2.017, -1.223], [1.242, 0.790, 0.292], [0.107, 0.780, 1.397], [-1.466, -0.242, -0.320], [0.187, -0.189, -2.254], [1.377, -1.047, -1.261], [-0.152, -1.788, -1.813], [0.222, -1.757, 2.742]], "atomic_forces_ev_per_a": [[0.69, 0.59, -0.91], [-0.01, 0.32, 0.88], [1.06, -1.03, -0.15], [-0.29, 0.28, -0.79], [0.33, 0.56, 0.43], [-0.48, -0.23, -0.19], [-0.63, -0.05, 0.23], [0.28, 0.08, 0.84], [-0.31, -0.03, -0.18], [-0.77, -0.51, -0.01], [-0.02, -0.17, -0.45], [-0.13, 0.09, -0.03], [0.02, -0.07, 0.17], [0.05, 0.42, 0.09], [-0.19, -0.10, 0.08], [0.12, -0.24, 0.34], [0.29, 0.09, -0.34]]}


Respective LUMO energy values: -3.832 -3.477 -3.365 eV.
Respective energy above the lowest of the compared OMol25 structures with the same formula, charge and spin values: 49.8 111.9 19.8 kcal per mole.